1.
14
Properties=species:S:1:pos:R:3:nbo_charge:R:1 method="wB97M-V/def2-TZVPD" relative_energy_kcal_mol=42.7 e_homo_ev=-8.8 energy_ev=-7256.025 homo_lumo_gap_ev=9.69
H -2.19742 1.26724 1.18277 0.203
H 1.38933 0.69664 -0.39862 0.237
C 1.42130 -1.43065 -0.70981 -0.604
N -1.37587 0.28695 -1.96962 -0.361
C -1.09097 1.31928 1.23506 -0.421
H 1.93350 -1.37224 -1.69298 0.234
H 0.77092 -2.30446 -0.79183 0.222
H 2.22402 -1.64411 0.00545 0.225
H -0.85668 1.52424 2.28822 0.198
H -1.01479 -0.71163 0.92791 0.373
N -0.37327 0.06770 0.83746 -0.634
H -0.82718 2.20867 0.65164 0.205
C 0.62321 -0.10020 -0.38222 -0.138
C -0.44867 0.12867 -1.30045 0.262



2.
14
Properties=species:S:1:pos:R:3:nbo_charge:R:1 method="wB97M-V/def2-TZVPD" relative_energy_kcal_mol=74.7 e_homo_ev=-9.9 energy_ev=-7254.636 homo_lumo_gap_ev=10.82
C -1.39397 -0.03330 -1.21533 -0.444
H 0.78650 1.85845 2.09945 0.215
N -0.33601 0.72860 -0.65427 -0.405
H -1.73635 -0.85078 -0.45565 0.167
C 1.06686 1.22765 1.11346 -0.664
H -0.80248 -0.64494 -1.96361 0.221
C 0.72096 -1.94077 -0.39722 0.092
H -2.19617 0.50780 -1.60929 0.213
N 0.17195 -2.68466 -0.95808 -0.299
C -0.21457 0.77527 0.61196 0.096
H 1.66955 0.36730 1.44985 0.212
H 1.13199 -1.14563 -0.01296 0.200
H 1.84040 1.70260 0.54867 0.239
H -0.70865 0.13239 1.44302 0.159



3.
14
Properties=species:S:1:pos:R:3:nbo_charge:R:1 method="wB97M-V/def2-TZVPD" relative_energy_kcal_mol=99.0 e_homo_ev="-6.6 / -6.6" energy_ev=-7253.582 homo_lumo_gap_ev="7.34 / 7.35"
H 1.28416 1.75021 -1.50248 0.204
C -0.91149 -0.01178 1.72319 -0.416
H -1.30753 0.52112 2.58491 0.206
H -0.96949 -1.62695 -0.63211 0.188
N 0.42855 0.45540 1.51637 -0.543
C 1.33698 0.71632 -1.20554 -0.319
C 0.02199 -1.20154 -0.60919 -0.400
N 0.22993 -0.01361 -1.17883 -0.407
C 1.38626 1.03631 1.13124 0.255
H -0.94793 -1.08982 1.90837 0.225
H -0.61337 0.47314 -1.46805 0.400
H 2.28714 0.23217 -1.05840 0.207
H -1.56375 0.19157 0.86410 0.201
H 0.85772 -1.71330 -0.15641 0.198



4.
14
Properties=species:S:1:pos:R:3:nbo_charge:R:1 method="wB97M-V/def2-TZVPD" relative_energy_kcal_mol=119.2 e_homo_ev=-9.4 energy_ev=-7252.705 homo_lumo_gap_ev=8.83
N -0.08803 3.16826 -0.26132 -0.319
H -0.14373 0.25250 -1.57435 0.231
C -1.97617 -1.55079 0.07171 -0.264
H -1.54140 0.41446 -0.50019 0.289
H 2.07449 -0.73019 1.22524 0.212
C -0.21876 2.03127 -0.42899 0.252
H -0.19155 -0.03854 1.33468 0.378
H -1.73916 -1.93363 -0.94809 0.090
N 0.17318 -0.26730 0.41414 -0.575
H 1.94448 0.93038 0.60209 0.193
C 1.63661 -0.11483 0.43469 -0.424
H -1.52711 -2.30805 0.73316 0.096
H 2.05927 -0.44020 -0.52145 0.200
C -0.46212 0.58668 -0.58132 -0.358



5.
14
Properties=species:S:1:pos:R:3:nbo_charge:R:1 method="wB97M-V/def2-TZVPD" relative_energy_kcal_mol=131.8 e_homo_ev="-8.2 / -7.8" energy_ev=-7252.158 homo_lumo_gap_ev="8.07 / 7.41"
H -2.54963 1.37398 -1.00482 0.187
C 1.89655 -0.67164 -0.85114 -0.086
H 2.44225 -0.21904 -1.67532 0.180
H -1.59291 2.45058 0.13683 0.206
C -1.29169 0.39215 0.36735 0.017
N -1.24162 -0.87904 -0.17976 -0.817
N 1.65830 -0.47396 0.40195 -0.455
C -1.84354 1.46186 -0.19862 -0.532
H -0.82868 0.48406 1.34603 0.188
H 1.70084 -1.61861 -1.33979 0.155
H -2.03832 -1.11239 -0.75150 0.374
C 2.48760 0.07277 1.14462 0.069
H -0.98439 -1.62349 0.45351 0.379
H 2.18524 0.36275 2.15067 0.137



6.
14
Properties=species:S:1:pos:R:3:nbo_charge:R:1 method="wB97M-V/def2-TZVPD" relative_energy_kcal_mol=140.4 e_homo_ev=-9.0 energy_ev=-7251.789 homo_lumo_gap_ev=9.84
H 2.11181 -0.59500 -0.69430 0.238
N -1.41096 0.85487 -0.35093 -0.280
H -0.22368 -0.85917 -1.06392 0.211
H -2.54410 -0.24575 1.26016 0.210
H -0.56185 0.06338 1.46616 0.210
C -1.41745 0.02938 0.80258 -0.270
H 1.98611 -0.66181 0.92828 0.244
C -1.07986 -0.40200 -0.70330 -0.273
H -1.88197 -0.83238 -1.34661 0.197
C 0.93512 1.05850 -0.13656 0.058
C 1.37461 -0.40239 0.13080 -0.761
H 1.84104 1.65445 -0.03778 0.196
N -0.14140 1.73805 -0.09427 -0.220
H 1.01257 -1.40013 -0.16032 0.238



7.
14
Properties=species:S:1:pos:R:3:nbo_charge:R:1 method="wB97M-V/def2-TZVPD" relative_energy_kcal_mol=81.8 e_homo_ev="-8.0 / -6.7" energy_ev=-7254.330 homo_lumo_gap_ev="8.21 / 6.74"
H 0.44575 -1.36107 -1.35708 0.182
N 2.46165 0.46743 0.50822 -0.381
C 0.64507 -0.43380 -0.81516 0.026
H -2.47777 -0.31234 -0.02729 0.206
N -0.39785 0.05028 -0.17989 -0.328
H -0.23415 2.13860 -0.21520 0.213
H -1.16541 1.46704 1.15250 0.202
H 0.66641 1.30662 1.06758 0.263
H -1.45259 -1.06474 1.22460 0.204
C -1.52397 -0.81018 0.15981 -0.400
C -0.29220 1.32499 0.51283 -0.443
H 2.70362 -0.86146 -1.11659 0.172
C 2.08773 -0.17845 -0.49362 -0.127
H -1.46627 -1.73293 -0.42072 0.212



8.
14
Properties=species:S:1:pos:R:3:nbo_charge:R:1 method="wB97M-V/def2-TZVPD" relative_energy_kcal_mol=59.4 e_homo_ev=-8.6 energy_ev=-7255.298 homo_lumo_gap_ev=9.61
C -0.86233 -0.30586 -0.01493 0.117
C -2.10034 0.28529 -0.46185 -0.289
C 0.38739 -0.68666 -0.21506 -0.245
N 2.15040 0.67350 0.58261 -0.800
N -2.04844 -0.78949 0.58082 -0.586
H 0.70546 -1.62075 0.24416 0.201
H 2.24568 -0.25972 -1.29850 0.198
H -2.46318 1.27438 -0.20489 0.204
H 1.12592 1.10672 -1.19179 0.197
C 1.49599 0.22380 -0.65942 -0.250
H 1.38544 0.96621 1.18990 0.347
H -2.44398 -0.10975 -1.41387 0.207
H 2.52804 -0.15905 1.04065 0.344
H -2.14791 -0.35275 1.50010 0.356



9.
14
Properties=species:S:1:pos:R:3:nbo_charge:R:1 method="wB97M-V/def2-TZVPD" relative_energy_kcal_mol=152.4 e_homo_ev=-8.5 energy_ev=-7251.266 homo_lumo_gap_ev=9.26
H 2.04549 -1.21835 1.12137 0.192
H 0.59809 -0.60143 1.88859 0.206
H -2.13141 0.39078 0.32766 0.225
C -0.58480 0.10077 -1.55576 -0.480
N -0.65001 1.95853 -0.01726 -0.473
H -0.85386 2.70865 -0.72274 0.341
N 0.73947 1.50617 -0.16995 -0.497
H 1.00340 1.61768 0.81619 0.348
C 0.98216 -1.29888 1.21367 -0.523
C -1.18185 0.58361 -0.27605 -0.170
H 0.73078 -2.28458 0.95172 0.207
H -0.91980 -0.91246 -1.97430 0.244
C 0.22506 0.15210 -0.31501 0.156
H -0.30947 0.99116 -2.28404 0.223



10.
14
Properties=species:S:1:pos:R:3:nbo_charge:R:1 method="wB97M-V/def2-TZVPD" relative_energy_kcal_mol=41.4 e_homo_ev=-9.1 energy_ev=-7256.081 homo_lumo_gap_ev=9.97
H 2.81233 -0.26464 -0.45834 0.396
H 1.92462 -1.75094 -0.12279 0.386
C 0.76801 0.04720 0.09010 0.449
N 0.80361 1.34711 0.10700 -0.722
H -2.33210 -0.24534 -1.46048 0.221
H 1.85058 1.60885 0.10821 0.324
H -1.51513 0.54948 1.48156 0.232
C -0.54158 -0.64514 -0.09617 -0.326
H -0.46791 -1.71653 -0.57692 0.227
H -1.36351 1.39671 -0.74223 0.272
C -1.69528 -0.18938 0.73592 -0.406
N 1.97131 -0.68380 0.03292 -0.853
C -1.51701 0.24650 -0.75677 -0.415
H -2.41816 -0.97590 0.95306 0.213



11.
14
Properties=species:S:1:pos:R:3:lowdin_spin:R:1 method="wB97M-V/def2-TZVPD" multiplicity=3 relative_energy_kcal_mol=14.7 e_homo_ev="-6.7 / -11.0" energy_ev=-7252.401 homo_lumo_gap_ev="7.93 / 11.04"
H 2.12881 -1.66714 -0.02392 0.028
H -2.02129 -0.20189 -2.29115 0.095
H -1.31410 0.54763 1.66839 0.013
H 1.18045 -1.12476 1.55029 0.004
N -1.87684 -0.72815 -1.30208 0.240
H 1.59657 0.25654 -2.09213 0.075
H -2.70775 0.95868 1.05733 0.003
H -1.16349 1.65697 0.22901 0.022
N 1.34148 0.80389 -1.17648 0.204
C -1.71049 0.81258 0.71781 0.120
C 1.93617 -0.80504 0.71964 0.116
C -1.74129 -0.33660 -0.15746 0.515
H 2.89660 -0.55759 1.12291 0.001
C 1.45517 0.38488 -0.02216 0.564



12.
14
Properties=species:S:1:pos:R:3:lowdin_spin:R:1 method="wB97M-V/def2-TZVPD" multiplicity=3 relative_energy_kcal_mol=60.5 e_homo_ev="-4.3 / -9.4" energy_ev=-7250.416 homo_lumo_gap_ev="5.43 / 7.66"
H -2.30893 -1.69174 -0.64865 0.025
H -0.92612 -1.88329 -1.72140 0.033
C -0.43241 -1.20482 0.24521 0.720
C -1.35208 -1.25750 -0.93590 0.110
N 0.91131 1.82311 -0.62738 0.097
H -0.24796 -2.13869 0.75896 0.039
C 0.12481 -0.10266 0.68876 0.601
H 1.34456 1.10806 -1.21530 0.011
H 0.21997 2.32514 -1.17612 0.005
H 2.11231 0.48152 1.37815 0.019
C 1.04906 0.62561 1.54287 0.092
H 0.77886 0.90794 2.55131 0.013
H -1.52720 -0.26104 -1.33374 -0.001
N 0.25382 1.26837 0.49323 0.235



13.
14
Properties=species:S:1:pos:R:3:nbo_charge:R:1 method="wB97M-V/def2-TZVPD" relative_energy_kcal_mol=53.1 e_homo_ev=-20.2 energy_ev=-7235.233 total_charge=+2 homo_lumo_gap_ev=7.79
N 0.83841 0.81537 -0.20283 -0.328
H 0.17059 -0.93810 2.35161 0.438
C -1.21454 -0.89857 -1.01238 -0.795
H -1.62342 -0.86431 1.12824 0.280
H 0.81856 2.71222 -0.83635 0.241
C 0.35718 0.09703 0.75438 0.392
H 1.76389 1.56670 -1.75602 0.243
H -0.58361 -0.35934 -1.71381 0.315
N 0.85691 -0.35947 1.88672 -0.652
C -0.88395 -0.58784 0.30351 0.332
H -1.20521 -1.94592 -1.48834 0.458
C 1.23655 1.77599 -0.86876 0.196
H 1.78995 -0.21946 2.32772 0.496
H -2.32132 -0.79429 -0.87369 0.385



14.
14
Properties=species:S:1:pos:R:3:nbo_charge:R:1 method="wB97M-V/def2-TZVPD" relative_energy_kcal_mol=55.2 e_homo_ev=-20.4 energy_ev=-7235.138 total_charge=+2 homo_lumo_gap_ev=10.72
H 4.09681 -0.43426 -0.16130 0.491
C 0.69958 0.12081 -0.03189 0.290
H 3.03787 -1.16213 0.92411 0.475
H -5.20063 -1.26184 0.41084 0.297
C 2.05983 0.56369 -0.06251 -0.312
H 2.32660 1.11538 -0.87444 0.283
N -0.42425 0.07493 -0.06663 -0.261
C -4.46394 -0.56799 0.03287 0.394
H 2.94558 -1.26791 -0.82744 0.479
H -2.39789 0.52155 0.13544 0.427
C -3.62221 0.33437 -0.07561 -0.553
H -4.07386 1.30061 -0.31225 0.390
N 3.03063 -0.60209 0.06190 -0.715
H 1.98589 1.26489 0.84692 0.315



15.
14
Properties=species:S:1:pos:R:3:lowdin_spin:R:1 method="wB97M-V/def2-TZVPD" multiplicity=3 relative_energy_kcal_mol=48.7 e_homo_ev="-18.1 / -21.4" energy_ev=-7231.933 total_charge=+2 homo_lumo_gap_ev="8.89 / 9.25"
C 4.06260 -0.10559 -0.52893 0.048
H -3.79206 1.02044 -0.76198 0.029
C -1.95348 0.04170 -0.33217 0.751
C 2.85350 0.23037 0.04634 0.216
N -3.15814 0.69352 0.00240 0.126
H -1.10082 0.54052 -0.67734 0.052
H -3.63005 -0.15315 0.55746 0.009
H -2.07592 -1.01007 -0.48784 0.036
H 4.23378 0.61499 -1.29553 0.018
H 4.96028 -0.05696 0.15765 0.025
C 1.47619 0.68366 -0.12156 0.387
N 1.99225 0.19385 0.94194 0.294
H -2.79558 1.53949 0.45872 0.010
H 4.11172 -1.16860 -0.91262 -0.001



16.
15
Properties=species:S:1:pos:R:3:nbo_charge:R:1 method="wB97M-V/def2-TZVPD" relative_energy_kcal_mol=48.0 e_homo_ev=-9.1 energy_ev=-9304.311 homo_lumo_gap_ev=9.99
C 1.48872 -0.73218 0.17526 0.656
H 1.46116 1.25061 0.91347 0.229
H -0.73088 0.71266 -1.49647 0.158
H -1.69221 2.03893 -0.70305 0.206
H 0.31497 -0.68248 -1.57997 0.388
C -1.68320 0.04038 0.39044 -0.253
O 2.49403 -1.21708 0.66254 -0.610
H 1.59521 -1.82560 -1.50830 0.404
H 0.80395 0.04319 1.99172 0.235
N 0.99526 -1.17475 -1.02272 -0.835
H -2.57740 0.20049 0.99459 0.202
C 0.78328 0.38919 0.95302 -0.323
N -0.55620 0.87654 0.70115 -0.405
H -1.50261 -0.99732 0.10072 0.191
C -1.19406 1.07742 -0.57240 -0.244



17.
15
Properties=species:S:1:pos:R:3:nbo_charge:R:1 method="wB97M-V/def2-TZVPD" relative_energy_kcal_mol=29.9 e_homo_ev=-9.2 energy_ev=-9305.095 homo_lumo_gap_ev=9.88
N 0.99099 0.48893 -1.82498 -0.500
H 0.28480 -2.09598 2.37246 0.442
H 1.41617 0.96044 -2.60535 0.421
C 1.59847 -0.11270 -0.79719 0.199
C -0.48799 0.11899 -0.27060 0.123
O 0.89833 -1.35522 2.40894 -1.027
H -2.56698 0.49808 0.07461 0.220
H 2.66340 -0.06689 -0.64951 0.212
C -1.65580 0.30623 0.62586 -0.646
H 0.79240 -0.87263 1.47174 0.467
H -1.01549 1.24253 -2.08629 0.220
N 0.73376 -0.30870 0.16737 -0.484
C -0.34549 0.60954 -1.53129 -0.113
H -1.78951 -0.53516 1.31070 0.235
H -1.51707 1.12255 1.33353 0.232